ORCA calculation (the ωB97M-V functional and the def2-TZVPD basis) on a structure of composition C39H83Cl4F8KLiN2O11PS in a non-equilibrium geometry.

Geometry as ORCA input:
```
! RIJCOSX wB97M-V def2-TZVPD def2/J DEFGRID3
* xyz 0 1
C -1.2987 -0.4084 -3.6544
C -0.1989 0.5699 -3.1817
C 1.2536 0.1373 -3.5175
C 1.4218 -0.9280 -4.6502
C 1.3903 -2.2949 -3.9220
C 0.8273 -3.5146 -4.6855
C 1.0417 -4.7188 -3.7193
C -0.1304 -5.7141 -3.5667
C -1.5319 -5.1385 -3.2408
C -1.6677 -4.1057 -2.1110
C -1.4637 -4.5907 -0.6561
C -2.6271 -4.1827 0.3154
C -2.4078 -2.8108 0.9750
C -2.4585 -1.6289 -0.0401
C -1.5762 -0.4687 0.4229
C -0.0776 -0.6959 0.1515
C 0.6603 0.6566 0.1172
O -0.2136 1.6934 0.5826
S -0.0866 1.6068 2.2123
O -1.2911 1.0034 2.6569
O 0.3127 2.8063 2.8681
O 1.2080 0.5341 2.3258
C 1.8455 0.7404 1.0599
C 3.1238 -0.0104 0.7419
C 4.1521 0.1429 1.8711
C 4.3096 1.5861 2.3657
F 5.4081 -0.3185 1.4714
H -1.3305 -0.5753 -4.7344
H -2.2719 0.0249 -3.3723
H -1.2270 -1.3451 -3.0877
H -0.3734 1.5471 -3.6311
H -0.3128 0.6773 -2.0928
H 1.9274 0.9989 -3.6709
H 1.6319 -0.3667 -2.6052
H 0.7023 -0.8292 -5.4681
H 2.4078 -0.7184 -5.1030
H 2.4347 -2.5151 -3.6276
H 0.8180 -2.1554 -2.9955
H 1.4926 -3.6530 -5.5551
H -0.1890 -3.4020 -5.0774
H 1.8804 -5.3306 -4.1084
H 1.3288 -4.2749 -2.7518
H -0.2704 -6.3256 -4.4629
H 0.1551 -6.3704 -2.7326
H -2.2148 -5.9663 -2.9978
H -1.9551 -4.6464 -4.1345
H -0.9732 -3.2635 -2.2612
H -2.6841 -3.6836 -2.1717
H -1.4021 -5.6871 -0.6145
H -0.5343 -4.2008 -0.2132
H -2.5992 -4.9507 1.1092
H -3.6198 -4.2741 -0.1451
H -1.4978 -2.7731 1.5938
H -3.2400 -2.6120 1.7145
H -3.4954 -1.2632 -0.0875
H -2.1650 -1.8895 -1.0623
H -1.9424 0.4112 -0.1190
H -1.7593 -0.3737 1.4948
H 0.3913 -1.3036 0.9420
H 0.0362 -1.2769 -0.7800
H 1.0948 0.9239 -0.8621
H 2.0714 1.8266 1.0663
H 2.9487 -1.0600 0.4693
H 3.5757 0.5220 -0.1352
H 3.8467 -0.4507 2.7439
H 4.3884 2.3163 1.5478
H 3.4373 1.8522 2.9771
H 5.2053 1.6363 2.9930
O -0.8684 3.3317 -5.1205
C -2.0070 3.3420 -4.7606
O -2.4252 2.8018 -3.5850
C -3.8571 2.8802 -3.5030
C -4.2442 3.9999 -4.4418
C -3.1840 3.9088 -5.5273
H -4.2784 1.9162 -3.7975
H -4.1494 3.0917 -2.4762
H -5.2627 3.9147 -4.8189
H -4.1555 4.9570 -3.9194
H -3.4676 3.2126 -6.3177
H -2.9400 4.8802 -5.9491
K 3.8456 1.1180 -1.8855
C -3.3318 -0.4393 4.1614
C -4.1410 -0.8494 5.3939
O -4.5167 -2.1487 5.2526
H -3.9496 -0.5462 3.2553
H -3.0081 0.6049 4.2112
H -2.4316 -1.0518 4.0502
H -4.9541 -0.0889 5.4829
H -3.4968 -0.5927 6.2674
C -3.2762 7.1269 -0.0519
N -3.7418 8.3007 -0.8824
C -2.5303 9.0721 -1.3119
C -4.6078 9.1851 -0.0482
C -4.4633 7.8403 -2.1371
C -5.7520 7.0784 -1.9087
O -5.5135 5.8914 -1.1739
H -2.5524 7.4962 0.6728
H -4.1191 6.7044 0.4793
H -2.8092 6.3962 -0.7059
H -2.0067 9.4153 -0.4248
H -2.8552 9.9202 -1.9082
H -1.8930 8.4133 -1.8978
H -5.4484 8.6085 0.3268
H -4.9549 10.0127 -0.6642
H -4.0161 9.5555 0.7854
H -3.7495 7.2163 -2.6750
H -4.6691 8.7349 -2.7244
H -6.1718 6.8018 -2.8807
H -6.4960 7.6845 -1.3830
H -6.3510 5.4234 -1.0932
C -1.2288 12.3551 0.5858
Cl -0.4213 13.8592 1.0199
Cl -2.5772 12.0639 1.6977
Cl -1.8502 12.4758 -1.0728
Cl -0.0777 11.0146 0.6918
C 7.3054 -4.0870 8.3016
O 5.9677 -3.8632 7.8995
C 5.5959 -2.4896 7.8619
C 5.4159 -2.0116 6.4326
N 6.6936 -1.9308 5.7308
C 6.5742 -1.7482 4.2861
C 5.8658 -2.8354 3.4757
O 6.5662 -4.0638 3.4084
C 6.3845 -4.9227 4.5220
H 7.4223 -5.1537 8.4879
H 8.0140 -3.7962 7.5190
H 7.5375 -3.5468 9.2239
H 6.3083 -1.8624 8.4057
H 4.6324 -2.4136 8.3724
H 4.9516 -1.0206 6.4435
H 4.7266 -2.7072 5.9390
H 7.2143 -2.7806 5.8998
H 7.5917 -1.6582 3.8972
H 6.0784 -0.7895 4.0974
H 5.8074 -2.4770 2.4460
H 4.8294 -2.9962 3.7974
H 5.3854 -4.8346 4.9544
H 7.1449 -4.7328 5.2836
H 6.5214 -5.9482 4.1777
F -1.6873 -9.4499 -0.9989
P -1.2426 -9.4487 -2.5880
F -2.6093 -8.5141 -2.6092
F -0.7436 -8.5165 -3.8418
F -1.9806 -10.3679 -3.7408
F -0.6214 -10.9466 -2.2872
F 0.2334 -8.8953 -2.0601
O 3.0459 -7.3644 -3.8038
H 4.0067 -7.3813 -3.8419
H 2.8229 -8.0537 -3.1660
Li -3.7394 -2.5052 3.7038
F -1.7156 3.4076 0.8731
*
```

- gap between HOMO and LUMO (eV) = 4.99